{"formula": "C16H40F4K3N2O16S4", "method": "ωB97M-V/def2-TZVPD", "elements": ["K", "K", "K", "S", "S", "S", "S", "F", "F", "F", "F", "O", "O", "O", "O", "O", "O", "O", "O", "O", "O", "O", "O", "O", "O", "O", "O", "N", "N", "C", "C", "C", "C", "C", "C", "C", "C", "C", "C", "C", "C", "C", "C", "C", "C", "H", "H", "H", "H", "H", "H", "H", "H", "H", "H", "H", "H", "H", "H", "H", "H", "H", "H", "H", "H", "H", "H", "H", "H", "H", "H", "H", "H", "H", "H", "H", "H", "H", "H", "H", "H", "H", "H", "H", "H"], "positions_angstrom": [[2.768, -0.692, -0.714], [0.360, -4.563, -0.650], [-4.747, -0.881, -2.009], [-3.116, -4.565, -2.357], [-0.395, -1.175, 1.226], [-2.855, -6.605, -1.410], [-0.583, -0.758, -1.041], [0.475, -2.177, 2.166], [-0.020, -1.633, -2.306], [-1.802, -7.634, -0.744], [-2.149, -3.541, -3.097], [-3.243, -7.627, -2.326], [2.706, 2.140, -1.094], [3.399, -5.828, 2.144], [-3.730, -6.323, -0.273], [-3.826, 3.876, 4.056], [-3.669, -3.689, -1.344], [0.135, 0.458, -1.387], [-4.709, 0.261, 4.644], [0.556, -5.566, 2.184], [-1.732, -1.466, 1.680], [1.081, 3.928, -4.087], [-1.994, -0.760, -1.158], [0.149, 0.143, 1.615], [4.309, 0.945, -3.278], [-4.037, -5.016, -3.359], [2.027, 6.973, -3.899], [0.225, -1.773, 0.081], [-1.763, -5.581, -1.878], [-0.879, -5.270, 2.272], [-4.200, -1.025, 4.184], [2.695, 6.384, -2.801], [-4.685, 2.747, 4.213], [2.567, -6.352, 3.210], [3.832, 0.459, -4.613], [-3.918, 1.377, 4.124], [4.153, 2.371, -3.094], [0.505, 5.060, -4.800], [0.393, 3.786, -2.834], [1.206, -5.605, 3.386], [3.976, 2.640, -1.609], [2.489, 2.588, 0.244], [0.677, 6.483, -4.155], [3.896, -4.463, 2.335], [-4.414, 5.104, 4.325], [-3.125, -1.147, 4.320], [1.471, 2.318, 0.528], [-1.387, -5.261, 1.308], [0.659, -6.168, 4.143], [3.051, -3.777, 2.297], [0.067, 6.565, -3.256], [1.442, -4.602, 3.741], [-4.187, -0.938, 3.097], [2.093, 6.223, -1.907], [3.134, 2.490, 1.117], [-4.687, -1.984, 4.361], [2.801, 0.801, -4.703], [-4.912, 2.853, 5.274], [0.138, 7.236, -4.730], [3.058, 5.414, -3.140], [4.823, 2.375, -0.976], [2.332, 3.657, 0.101], [-5.496, 2.784, 3.486], [3.910, 3.728, -1.596], [-5.461, 5.091, 4.024], [5.095, 2.824, -3.402], [-0.553, 4.825, -4.920], [0.928, 5.007, -5.803], [0.927, 4.363, -2.080], [-3.832, 5.942, 3.940], [3.514, 7.088, -2.657], [3.835, -0.618, -4.779], [3.219, -6.451, 4.078], [-4.499, 5.273, 5.399], [2.239, -7.376, 3.029], [4.693, -4.280, 1.614], [4.224, -4.258, 3.355], [3.293, 2.837, -3.575], [0.310, 2.782, -2.417], [-1.417, -6.127, 2.676], [-0.620, 4.188, -2.825], [4.455, 0.866, -5.409], [-3.572, 1.240, 3.099], [-1.148, -4.369, 2.824], [-2.932, 1.434, 4.586]], "atomic_forces_ev_per_a": [[0.1, 0.7, -0.2], [0.1, -0.3, 0.4], [0.3, -0.5, 0.2], [0.9, 3.9, -1.3], [-1.3, 3.5, 14.7], [0.5, -9.4, 4.2], [3.6, 0.7, -5.7], [-0.1, 0.1, 0.7], [-0.8, -0.4, 0.8], [1.5, 1.0, 1.6], [0.2, 0.1, -0.5], [-1.8, 1.8, -1.8], [2.1, -1.3, 0.4], [0.0, 0.5, 0.2], [1.1, 1.1, -2.0], [1.4, -1.1, -1.5], [0.5, -0.6, -0.1], [-0.9, -1.2, 1.8], [0.6, 0.0, -0.2], [-2.3, 0.6, -2.1], [0.7, 0.3, -1.6], [-1.2, 0.6, 0.5], [-0.3, -0.5, 0.7], [-1.2, -1.9, -1.5], [-1.0, -1.0, -1.5], [1.1, -0.3, 0.8], [-2.2, -0.5, -0.6], [0.2, -0.9, -9.8], [-4.1, 2.8, -1.0], [0.2, -1.1, 0.2], [1.0, 1.5, -2.0], [0.3, 0.0, -1.1], [1.2, -0.4, 1.5], [-0.3, 0.4, -0.6], [0.1, 1.3, 1.0], [0.1, 0.1, -0.4], [0.3, -1.3, 1.1], [0.8, 0.0, 0.1], [0.4, 0.4, 0.7], [2.3, 0.0, 1.4], [-0.9, 0.8, -0.3], [-2.2, 2.1, -0.7], [0.4, -0.3, 0.4], [-1.4, -1.3, 0.8], [-1.0, 0.0, 1.0], [0.1, 0.1, 1.0], [0.1, -0.8, 0.0], [0.7, 0.4, -0.6], [-0.2, 0.1, 0.2], [-0.1, 0.3, -0.8], [0.3, -0.5, 0.7], [-0.4, 0.3, 0.3], [-0.3, -0.2, -0.5], [-0.2, 0.4, 0.1], [0.8, -0.8, -0.6], [-0.7, 0.8, 1.0], [0.0, 0.1, -0.3], [-1.4, -0.5, 0.0], [0.5, -0.1, -0.8], [0.3, -0.2, 0.3], [0.0, -0.5, 0.0], [0.4, 0.5, 0.5], [-0.3, 0.0, 0.4], [0.1, 0.4, 0.4], [-0.1, 0.4, -0.7], [-0.1, 0.4, -0.2], [-0.3, 0.4, 0.1], [0.3, 0.2, 0.1], [0.1, 0.1, 0.2], [-0.1, -0.3, -0.4], [0.1, -0.4, 0.6], [0.3, -0.1, 1.0], [-0.5, 0.6, 0.6], [0.2, 0.0, 0.5], [0.6, -0.1, -0.9], [-0.3, -0.1, 0.1], [0.6, -0.5, 0.2], [-0.1, -0.4, -0.5], [0.4, -0.3, -0.7], [0.3, -0.1, 0.7], [-0.2, 0.1, -0.5], [0.0, 0.3, 0.1], [-0.7, -0.5, -0.6], [0.4, 0.1, 0.0], [-0.2, 0.2, 0.9]], "fmax_ev_per_a": 15.15, "e_lumo_ev": -3.62, "charge": 1, "homo_lumo_gap_ev": 7.68}

---

{"formula": "C16H41N6O11P2S2", "method": "ωB97M-V/def2-TZVPD", "elements": ["S", "S", "P", "P", "O", "O", "O", "O", "O", "O", "O", "O", "O", "O", "O", "N", "N", "N", "N", "N", "N", "C", "C", "C", "C", "C", "C", "C", "C", "C", "C", "C", "C", "C", "C", "C", "C", "H", "H", "H", "H", "H", "H", "H", "H", "H", "H", "H", "H", "H", "H", "H", "H", "H", "H", "H", "H", "H", "H", "H", "H", "H", "H", "H", "H", "H", "H", "H", "H", "H", "H", "H", "H", "H", "H", "H", "H", "H"], "positions_angstrom": [[-1.649, 0.009, -2.102], [1.146, -0.047, -2.135], [1.646, 1.743, -3.251], [-2.363, 2.029, -2.509], [0.193, 1.025, 3.449], [3.323, 3.275, 0.676], [-3.608, 1.023, 1.924], [2.181, -0.020, -1.109], [0.214, 1.942, -4.057], [1.162, -1.161, -3.057], [-2.662, -0.485, -1.188], [-1.649, -0.590, -3.421], [1.714, 0.125, -6.833], [1.793, -4.026, 3.293], [-1.514, 3.223, -2.246], [2.665, -3.252, 1.334], [0.617, -1.796, -7.364], [-0.270, 0.062, -1.342], [-4.801, 0.378, 3.740], [-0.817, -0.872, 2.790], [2.896, 3.655, 2.867], [2.968, 4.017, 1.571], [-4.826, 0.075, 5.150], [1.546, 2.961, -1.890], [1.252, -0.638, -7.652], [-6.015, 0.267, 2.954], [-0.857, -1.356, 4.155], [2.194, -4.200, 2.149], [-3.666, 0.762, 3.105], [-0.247, 0.320, 2.548], [0.103, -2.651, -8.405], [3.071, -3.531, -0.032], [3.233, 2.282, 3.206], [-1.346, -1.737, 1.751], [2.459, 4.557, 3.902], [2.778, -1.890, 1.827], [0.428, -2.191, -5.970], [-6.270, 1.226, 2.500], [-5.888, -0.455, 2.146], [-2.771, 1.881, -3.847], [-1.406, -0.682, 4.816], [-0.839, -2.704, 1.797], [-5.513, 0.735, 5.686], [-6.828, -0.053, 3.603], [3.236, 4.693, 4.660], [-0.088, 2.857, -4.001], [3.150, -1.254, 1.028], [-0.980, -2.775, -8.316], [2.568, 1.602, 2.678], [2.489, -2.943, -0.741], [4.124, -3.285, -0.180], [3.097, 2.141, 4.276], [3.450, -1.852, 2.687], [-2.791, 0.817, 3.776], [0.863, 3.765, -2.169], [-3.556, 2.011, -1.765], [0.155, -1.465, 4.552], [1.295, -0.441, -8.740], [-3.827, 0.212, 5.561], [-5.133, -0.959, 5.329], [2.210, -5.201, 1.685], [1.559, 4.178, 4.392], [2.232, 5.528, 3.462], [1.808, -1.530, 2.145], [0.320, -2.211, -9.378], [1.384, -2.294, -5.459], [4.262, 2.050, 2.927], [0.563, -3.642, -8.364], [-1.337, -2.333, 4.155], [2.923, -4.591, -0.241], [-0.149, -1.451, -5.415], [2.546, 3.323, -1.659], [2.648, 5.059, 1.392], [-2.417, -1.889, 1.902], [-0.214, 0.594, 1.483], [1.131, 2.510, -0.987], [-1.201, -1.317, 0.757], [-0.098, -3.144, -5.962]], "atomic_forces_ev_per_a": [[-0.3, -0.8, -0.2], [0.2, -0.1, 0.4], [0.2, -0.1, -0.4], [0.3, 0.3, 0.3], [0.1, 0.2, 0.0], [0.1, 0.2, 0.1], [0.0, 0.0, 0.0], [-0.2, -0.2, 0.0], [0.1, 0.0, -0.2], [0.1, 0.0, 0.1], [0.2, 0.2, 0.0], [0.1, 0.2, 0.1], [0.1, 0.0, -0.1], [0.1, 0.1, -0.2], [-0.2, 0.1, -0.1], [0.1, 0.1, -0.1], [0.0, 0.0, 0.0], [0.0, 0.3, -0.3], [0.0, 0.0, 0.0], [-0.1, -0.1, 0.0], [0.2, 0.0, 0.0], [-0.1, -0.1, 0.0], [0.0, 0.0, 0.0], [-0.3, -0.2, 0.2], [-0.1, 0.0, 0.1], [0.0, 0.0, 0.0], [0.2, -0.1, 0.0], [-0.1, -0.2, 0.2], [0.1, 0.0, 0.0], [-0.1, 0.0, 0.0], [0.0, 0.0, 0.0], [0.0, -0.1, 0.1], [-0.1, -0.1, 0.0], [0.1, -0.1, -0.1], [-0.1, 0.0, 0.0], [0.1, 0.0, 0.0], [0.0, 0.1, 0.0], [0.0, 0.0, 0.0], [0.0, 0.0, 0.0], [-0.1, -0.1, 0.0], [0.0, 0.1, -0.1], [0.0, 0.0, 0.0], [0.0, 0.0, 0.0], [0.0, 0.0, 0.0], [0.0, 0.0, 0.0], [-0.2, 0.0, 0.3], [-0.1, 0.0, 0.0], [0.0, 0.0, 0.0], [0.0, -0.1, 0.0], [-0.1, 0.1, 0.0], [0.0, 0.0, 0.0], [0.0, 0.0, 0.0], [0.0, 0.0, 0.0], [0.0, 0.0, 0.0], [0.2, 0.1, -0.1], [-0.1, -0.1, -0.1], [0.0, 0.0, 0.0], [0.0, 0.0, 0.0], [0.0, 0.0, 0.0], [0.0, 0.0, 0.0], [-0.1, 0.0, 0.0], [0.0, 0.0, 0.0], [0.0, 0.0, 0.0], [-0.2, 0.2, 0.1], [0.0, 0.0, 0.0], [0.0, 0.0, 0.0], [0.0, 0.1, 0.0], [0.0, 0.0, 0.0], [0.0, 0.0, 0.0], [0.0, 0.0, 0.0], [0.0, 0.0, 0.0], [-0.1, 0.0, 0.0], [0.0, 0.0, 0.0], [0.0, 0.0, -0.1], [0.0, 0.0, 0.0], [0.0, 0.0, 0.0], [0.0, 0.2, 0.1], [0.0, 0.0, 0.1]], "fmax_ev_per_a": 0.89, "e_lumo_ev": 2.40, "charge": -1, "homo_lumo_gap_ev": 7.72}